29
Properties=species:S:1:pos:R:3 method="wB97M-V/def2-TZVPD" homo_lumo_gap_ev=7.206 de_lowest_kcal_mol=38.5 multiplicity=1 mol_weight_g_mol=241.3 charge=-1
F 29.4583 29.4276 30.0311
C 29.0501 31.2189 34.6933
C 28.1934 30.3162 33.9909
C 28.8548 29.0075 33.6024
O 28.2667 28.0826 34.3511
C 27.2169 28.6582 35.0644
O 26.3717 28.1266 35.7819
O 27.1817 29.8954 34.8822
H 28.6489 32.0695 34.9896
H 29.9764 31.4903 34.0307
H 28.9478 30.5763 35.8864
H 27.7287 30.7648 33.2560
H 29.9649 28.8779 33.6923
H 28.6285 28.6704 32.6051
C 26.7872 27.8054 28.7137
C 25.6074 27.4150 27.8863
C 24.5311 28.5771 27.9598
S 25.0382 29.5632 29.2242
O 23.9941 29.5894 30.2168
O 25.6128 30.7652 28.8934
C 26.2204 28.4848 29.9515
H 27.4640 28.5787 28.2839
H 27.3408 26.9253 28.8357
H 25.1304 26.4856 28.1989
H 25.8630 27.1586 26.8115
H 23.3706 28.3518 28.0850
H 24.5313 29.0832 26.9688
H 25.6912 27.7996 30.5612
H 27.0064 29.0407 30.5110